No. 1
The following is a quantum chemistry calculation of 2 unconnected molecules or ions with the total composition C6H16NO in a non-equilibrium geometry, from the Open Molecules 2025 dataset.

CARTESIAN COORDINATES (ANGSTROEM)
C (2.04, -0.01, 1.04)
C (0.74, -0.76, 1.22)
C (-0.50, 0.10, 1.37)
C (-0.60, 1.42, 0.63)
C (-0.34, 1.49, -1.92)
C (-1.05, 1.36, -0.82)
N (0.61, -1.69, 0.01)
H (1.95, 0.83, 0.35)
H (2.43, 0.38, 1.97)
H (2.88, -0.66, 0.77)
H (0.81, -1.33, 2.14)
H (-1.39, -0.48, 1.09)
H (-0.67, 0.31, 2.43)
H (0.24, 2.11, 0.72)
H (-1.37, 2.01, 1.12)
H (0.74, 1.42, -1.75)
H (-0.46, 1.84, -2.94)
H (-2.13, 1.21, -0.86)
H (-0.35, -1.90, -0.26)
H (1.13, -2.52, 0.29)
H (1.03, -1.27, -0.82)
H (-2.00, -1.87, -2.42)
H (-2.19, -0.63, -1.68)
O (-1.56, -1.36, -1.71)

calculated total energy	-367.92551	a.u.
net charge	+1
energy relative to the best compared isomer or geometry (same formula, charge and spin)	35.73	kcal per mole
frontier orbital gap	10.12	eV
spin multiplicity	1
LUMO energy	-0.1104	Eh
highest occupied orbital energy	-13.1235	eV

=====

No. 2
The following is a quantum chemistry calculation of a molecular structure, C18H20Cl3MnN4O5S, from the Open Molecules 2025 dataset.

CARTESIAN COORDINATES (ANGSTROEM)
Mn (-1.70, 0.00, 0.53)
N (0.17, -0.99, 1.65)
C (0.05, -2.37, 1.17)
C (-0.23, -2.41, -0.34)
O (0.21, -3.35, -0.99)
O (-0.92, -1.43, -0.79)
H (1.12, -0.64, 1.57)
H (-0.15, -0.88, 2.61)
H (-0.81, -2.81, 1.67)
H (0.93, -2.98, 1.38)
Cl (-7.73, -1.47, 4.51)
C (-6.12, -1.14, 3.91)
C (-5.78, -1.52, 2.62)
C (-4.50, -1.26, 2.17)
Cl (-4.04, -1.76, 0.57)
C (-3.51, -0.60, 2.93)
O (-2.33, -0.35, 2.50)
C (-3.93, -0.25, 4.24)
Cl (-2.78, 0.54, 5.28)
C (-5.20, -0.51, 4.72)
H (-6.49, -2.02, 1.99)
H (-5.46, -0.21, 5.73)
S (-3.64, 2.23, -2.06)
C (3.90, -0.40, -4.38)
C (4.54, 0.16, -3.11)
N (3.55, 0.55, -2.11)
C (3.51, -0.25, -0.89)
C (3.00, -1.67, -1.12)
C (2.92, 1.74, -2.31)
O (3.21, 2.47, -3.24)
C (1.80, 2.14, -1.38)
C (1.65, 3.49, -1.08)
C (0.57, 3.89, -0.31)
C (-0.32, 2.93, 0.14)
N (-0.18, 1.64, -0.15)
C (0.85, 1.25, -0.91)
H (4.67, -0.68, -5.09)
H (3.26, 0.36, -4.84)
H (3.29, -1.27, -4.15)
H (5.14, 1.04, -3.36)
H (5.19, -0.58, -2.65)
H (2.90, 0.27, -0.15)
H (4.52, -0.28, -0.48)
H (1.99, -1.68, -1.53)
H (2.98, -2.22, -0.18)
H (3.64, -2.21, -1.80)
H (2.36, 4.20, -1.48)
H (0.42, 4.93, -0.06)
H (-1.20, 3.19, 0.72)
H (0.87, 0.19, -1.15)
O (-3.12, 1.70, 0.34)
N (-3.05, 1.31, -0.86)

calculated total energy	-4223.06731	a.u.
net charge	-1
energy relative to the best compared isomer or geometry (same formula, charge and spin)	15.52	kcal per mole
frontier orbital gap (spin up / spin down)	7.21 / 7.38	eV
spin multiplicity	6
expectation value of S²	8.76
LUMO energy (spin up / spin down)	0.0871 / 0.0870	Eh
highest occupied orbital energy (spin up / spin down)	-4.8358 / -5.0120	eV

=====

No. 3
The following is a quantum chemistry calculation of a molecular structure, C29H66GeN3O4PtS2Si4, from the Open Molecules 2025 dataset.

CARTESIAN COORDINATES (ANGSTROEM)
Pt (-0.34, -0.84, -0.44)
C (-1.09, 1.60, 4.26)
C (-0.96, 0.12, 3.92)
C (-0.33, -0.64, 5.07)
C (-2.31, -0.48, 3.56)
O (-0.16, -0.03, 2.75)
Si (1.37, 0.39, 2.38)
S (1.76, -0.19, 0.37)
O (2.44, -0.25, 3.42)
C (3.15, -1.50, 3.49)
C (4.40, -1.39, 2.62)
C (2.25, -2.64, 3.02)
C (3.52, -1.68, 4.95)
O (1.48, 2.02, 2.58)
C (2.63, 2.86, 2.68)
C (2.15, 4.27, 2.36)
C (3.15, 2.79, 4.11)
C (3.69, 2.42, 1.68)
H (-1.81, 1.73, 5.07)
H (-1.44, 2.16, 3.39)
H (-0.14, 2.03, 4.56)
H (-0.96, -0.56, 5.96)
H (0.65, -0.24, 5.31)
H (-0.23, -1.69, 4.82)
H (-3.05, -0.24, 4.32)
H (-2.25, -1.56, 3.47)
H (-2.65, -0.08, 2.60)
H (4.13, -1.20, 1.58)
H (4.97, -2.32, 2.66)
H (5.03, -0.58, 2.98)
H (1.99, -2.53, 1.97)
H (1.34, -2.68, 3.60)
H (2.77, -3.60, 3.14)
H (4.11, -0.83, 5.29)
H (4.11, -2.59, 5.09)
H (2.63, -1.75, 5.57)
H (1.34, 4.54, 3.03)
H (1.79, 4.32, 1.33)
H (2.96, 4.99, 2.47)
H (2.39, 3.11, 4.81)
H (4.02, 3.44, 4.22)
H (3.44, 1.77, 4.36)
H (3.30, 2.43, 0.67)
H (4.04, 1.41, 1.90)
H (4.55, 3.09, 1.74)
C (0.55, 3.12, -2.50)
Si (-0.63, 1.94, -3.38)
C (-0.48, 2.33, -5.21)
C (-2.41, 2.29, -2.84)
Ge (-0.04, -0.30, -2.87)
Si (-1.47, -1.73, -4.14)
C (-1.43, -1.35, -5.98)
C (-3.25, -1.41, -3.60)
C (-0.92, -3.50, -3.92)
Si (2.20, -0.72, -3.51)
C (3.37, 0.61, -2.88)
C (2.33, -0.74, -5.38)
C (2.74, -2.38, -2.84)
H (0.12, 4.12, -2.41)
H (1.47, 3.21, -3.07)
H (0.83, 2.77, -1.51)
H (-0.76, 3.37, -5.37)
H (-1.14, 1.72, -5.83)
H (0.53, 2.19, -5.57)
H (-2.54, 3.34, -2.60)
H (-2.68, 1.70, -1.97)
H (-3.10, 2.04, -3.64)
H (-1.74, -0.33, -6.19)
H (-2.12, -2.01, -6.50)
H (-0.44, -1.49, -6.42)
H (-3.56, -0.43, -3.98)
H (-3.33, -1.40, -2.52)
H (-3.94, -2.15, -3.99)
H (-0.02, -3.69, -4.50)
H (-1.69, -4.21, -4.25)
H (-0.70, -3.72, -2.87)
H (3.16, 1.56, -3.36)
H (4.40, 0.34, -3.11)
H (3.29, 0.75, -1.80)
H (2.04, 0.22, -5.82)
H (1.70, -1.50, -5.83)
H (3.36, -0.94, -5.68)
H (2.55, -2.46, -1.77)
H (3.81, -2.52, -3.00)
H (2.21, -3.20, -3.32)
C (-4.43, -5.80, 1.97)
C (-3.81, -5.04, 0.84)
C (-4.34, -5.06, -0.45)
C (-3.69, -4.30, -1.41)
N (-2.60, -3.59, -1.14)
C (-2.18, -3.64, 0.12)
S (-0.69, -2.78, 0.60)
N (-2.73, -4.32, 1.12)
H (-5.17, -6.52, 1.62)
H (-4.91, -5.10, 2.65)
H (-3.65, -6.31, 2.53)
H (-5.21, -5.64, -0.70)
H (-4.04, -4.27, -2.43)
C (-3.51, 2.70, 0.57)
N (-2.11, 3.09, 0.54)
C (-1.70, 4.47, 0.77)
C (-1.18, 2.16, 0.36)
O (-1.45, 0.97, 0.19)
H (-4.12, 3.60, 0.57)
H (-3.74, 2.11, 1.45)
H (-3.75, 2.11, -0.32)
H (-2.58, 5.11, 0.72)
H (-1.00, 4.79, -0.01)
H (-1.23, 4.59, 1.74)
H (-0.15, 2.51, 0.39)

calculated total energy	-5760.67892	a.u.
net charge	0
energy relative to the best compared isomer or geometry (same formula, charge and spin)	16.81	kcal per mole
frontier orbital gap (spin up / spin down)	7.04 / 6.30	eV
spin multiplicity	4
expectation value of S²	3.76
LUMO energy (spin up / spin down)	0.0174 / -0.0565	Eh
highest occupied orbital energy (spin up / spin down)	-6.5629 / -7.8394	eV

=====

No. 4
The following is a quantum chemistry calculation of a molecular structure, C19H41HfNO4P2Si in a non-equilibrium geometry, from the Open Molecules 2025 dataset.

CARTESIAN COORDINATES (ANGSTROEM)
Hf (0.30, -0.25, -0.63)
Si (0.51, -2.05, -2.50)
P (0.86, 1.49, -2.75)
N (-1.52, 0.53, -0.84)
H (3.62, 1.89, -0.47)
C (1.14, 3.28, -2.60)
H (1.45, 3.70, -3.57)
H (1.91, 3.49, -1.85)
H (0.21, 3.78, -2.29)
C (2.29, 1.04, -3.81)
H (2.33, 1.74, -4.67)
H (2.20, 0.02, -4.18)
H (3.23, 1.13, -3.24)
C (-0.50, 1.47, -3.98)
H (-0.21, 2.06, -4.85)
H (-1.39, 1.91, -3.51)
H (-0.72, 0.44, -4.28)
C (2.28, -2.77, -2.45)
H (2.64, -2.90, -1.41)
H (3.01, -2.13, -2.97)
H (2.28, -3.77, -2.93)
H (-0.41, -3.10, -1.97)
H (0.20, -1.79, -3.93)
C (-2.83, 0.52, -1.11)
C (-5.08, 1.43, -0.81)
C (-3.71, 1.53, -0.60)
C (-3.39, -0.54, -1.92)
C (-4.76, -0.59, -2.14)
C (-5.61, 0.37, -1.57)
H (-5.73, 2.18, -0.37)
H (-3.24, 2.35, -0.05)
H (-2.69, -1.29, -2.34)
H (-5.17, -1.41, -2.75)
H (-6.68, 0.31, -1.73)
C (3.49, 0.97, 0.06)
O (2.23, 0.30, -0.27)
C (3.42, 1.25, 1.55)
H (4.36, 1.39, 2.05)
H (2.96, 0.54, 2.23)
H (2.90, 2.20, 1.68)
C (4.71, 0.22, -0.41)
H (5.50, 0.96, -0.65)
H (4.50, -0.34, -1.32)
H (5.19, -0.49, 0.27)
C (1.43, -3.81, 3.33)
C (0.82, -2.96, 2.25)
O (0.91, -1.57, 2.69)
P (0.02, -0.42, 1.92)
O (-1.48, -0.80, 2.39)
C (-2.08, -0.78, 3.72)
C (-2.71, -2.11, 3.97)
O (0.43, 0.80, 2.91)
C (-0.31, 2.01, 3.19)
C (-1.25, 2.44, 2.09)
H (2.43, -3.46, 3.60)
H (1.50, -4.85, 3.00)
H (0.81, -3.79, 4.24)
H (1.34, -3.09, 1.29)
H (-0.24, -3.22, 2.10)
H (-1.32, -0.55, 4.47)
H (-2.82, 0.03, 3.72)
H (-1.94, -2.89, 4.02)
H (-3.25, -2.10, 4.92)
H (-3.42, -2.37, 3.18)
H (-0.87, 1.86, 4.13)
H (0.44, 2.79, 3.38)
H (-2.03, 1.71, 1.91)
H (-1.73, 3.38, 2.38)
H (-0.73, 2.63, 1.14)

calculated total energy	-2124.51468	a.u.
net charge	0
frontier orbital gap (spin up / spin down)	6.05 / 6.05	eV
spin multiplicity	1
LUMO energy (spin up / spin down)	-0.0050 / -0.0050	Eh
highest occupied orbital energy (spin up / spin down)	-6.1902 / -6.1908	eV

=====

Repeat the fourth record exactly.
The following is a quantum chemistry calculation of a molecular structure, C19H41HfNO4P2Si in a non-equilibrium geometry, from the Open Molecules 2025 dataset.

CARTESIAN COORDINATES (ANGSTROEM)
Hf (0.30, -0.25, -0.63)
Si (0.51, -2.05, -2.50)
P (0.86, 1.49, -2.75)
N (-1.52, 0.53, -0.84)
H (3.62, 1.89, -0.47)
C (1.14, 3.28, -2.60)
H (1.45, 3.70, -3.57)
H (1.91, 3.49, -1.85)
H (0.21, 3.78, -2.29)
C (2.29, 1.04, -3.81)
H (2.33, 1.74, -4.67)
H (2.20, 0.02, -4.18)
H (3.23, 1.13, -3.24)
C (-0.50, 1.47, -3.98)
H (-0.21, 2.06, -4.85)
H (-1.39, 1.91, -3.51)
H (-0.72, 0.44, -4.28)
C (2.28, -2.77, -2.45)
H (2.64, -2.90, -1.41)
H (3.01, -2.13, -2.97)
H (2.28, -3.77, -2.93)
H (-0.41, -3.10, -1.97)
H (0.20, -1.79, -3.93)
C (-2.83, 0.52, -1.11)
C (-5.08, 1.43, -0.81)
C (-3.71, 1.53, -0.60)
C (-3.39, -0.54, -1.92)
C (-4.76, -0.59, -2.14)
C (-5.61, 0.37, -1.57)
H (-5.73, 2.18, -0.37)
H (-3.24, 2.35, -0.05)
H (-2.69, -1.29, -2.34)
H (-5.17, -1.41, -2.75)
H (-6.68, 0.31, -1.73)
C (3.49, 0.97, 0.06)
O (2.23, 0.30, -0.27)
C (3.42, 1.25, 1.55)
H (4.36, 1.39, 2.05)
H (2.96, 0.54, 2.23)
H (2.90, 2.20, 1.68)
C (4.71, 0.22, -0.41)
H (5.50, 0.96, -0.65)
H (4.50, -0.34, -1.32)
H (5.19, -0.49, 0.27)
C (1.43, -3.81, 3.33)
C (0.82, -2.96, 2.25)
O (0.91, -1.57, 2.69)
P (0.02, -0.42, 1.92)
O (-1.48, -0.80, 2.39)
C (-2.08, -0.78, 3.72)
C (-2.71, -2.11, 3.97)
O (0.43, 0.80, 2.91)
C (-0.31, 2.01, 3.19)
C (-1.25, 2.44, 2.09)
H (2.43, -3.46, 3.60)
H (1.50, -4.85, 3.00)
H (0.81, -3.79, 4.24)
H (1.34, -3.09, 1.29)
H (-0.24, -3.22, 2.10)
H (-1.32, -0.55, 4.47)
H (-2.82, 0.03, 3.72)
H (-1.94, -2.89, 4.02)
H (-3.25, -2.10, 4.92)
H (-3.42, -2.37, 3.18)
H (-0.87, 1.86, 4.13)
H (0.44, 2.79, 3.38)
H (-2.03, 1.71, 1.91)
H (-1.73, 3.38, 2.38)
H (-0.73, 2.63, 1.14)

calculated total energy	-2124.51468	a.u.
net charge	0
frontier orbital gap (spin up / spin down)	6.05 / 6.05	eV
spin multiplicity	1
LUMO energy (spin up / spin down)	-0.0050 / -0.0050	Eh
highest occupied orbital energy (spin up / spin down)	-6.1902 / -6.1908	eV